C29H89B2FO19P | ωB97M-V with the def2-TZVPD basis set

Properties
**F_max**: 4.0 eV/Å
**Highest occupied orbital energy**: -0.1508 Eh
**Spin multiplicity**: 1
**Net charge**: -1
**Electronic energy**: -3078.45018 Ha
**Lowest unoccupied orbital energy**: 0.057 Ha

```
141
Properties=species:S:1:pos:R:3:forces:R:3:mulliken_charge:R:1
P 2.504747 0.412327 -1.677803 1.02 -0.54 -1.43 0.281
F -2.127244 -2.353960 2.902057 -0.54 1.64 -1.85 -0.416
O -2.583769 6.028999 1.928980 0.08 0.29 -0.53 -0.501
O -9.149254 6.205542 5.080441 -0.01 0.54 -0.01 -0.395
O 8.610366 -2.466920 -5.051327 0.11 -0.38 0.32 -0.457
O -10.381780 4.246458 8.152617 -0.22 -0.60 0.13 -0.497
O 4.048303 -7.368557 -2.499268 -0.38 -0.21 -0.38 -0.445
O -5.829720 6.513410 4.300213 -0.11 0.12 0.55 -0.504
O -0.088904 1.863211 0.752617 -1.97 -0.79 -3.34 -0.760
O 0.683343 -1.854032 1.117023 3.38 2.14 -0.20 -0.988
O -4.023842 -5.066985 0.612762 -0.55 0.16 -0.43 -0.441
O 7.295492 1.476371 -3.722009 -0.12 0.51 -0.30 -0.385
O 6.211792 -11.146950 -3.155775 -0.42 -0.13 -0.36 -0.457
O -9.686496 7.526114 2.285854 -0.53 -0.49 0.20 -0.475
O -1.317918 0.881266 -1.259201 3.47 0.87 0.00 -0.686
O 2.945237 -1.599904 -0.041372 -0.97 -2.11 2.92 0.540
O 0.902045 0.753890 4.562120 -0.05 0.76 -0.05 -0.556
O -0.674318 7.293856 0.060720 -0.01 -0.24 0.43 -0.520
O -5.962166 -6.087370 -1.915481 -0.19 0.05 0.36 -0.517
O 0.229209 -1.380644 -1.193804 1.60 2.03 -0.01 -0.977
O 4.618285 3.617462 -4.686139 0.35 -0.27 -0.29 -0.350
C 8.334498 -2.409894 -6.438710 -0.08 -0.23 0.11 -0.554
C 1.930119 1.514776 -3.152061 -0.31 1.49 -0.06 -0.928
C 3.869244 -3.112286 -2.998516 -1.00 -0.13 0.38 -0.802
C -0.950185 7.350882 -1.326664 -0.04 -0.19 0.01 -0.537
C 5.681669 -2.301342 -0.683094 0.36 -0.17 0.05 -0.999
C -1.136659 2.892168 0.464127 0.17 1.68 1.01 -0.270
C 4.974371 -8.140097 -1.756764 -0.04 -0.17 -0.20 -0.514
C 3.705444 4.638735 -5.043784 0.05 -0.13 -0.17 -0.660
C 3.565230 1.582650 -0.542558 0.45 0.44 0.19 -0.421
C 7.137860 -11.918491 -2.413272 -0.12 -0.14 -0.07 -0.523
C 3.469598 -2.769551 0.680501 1.64 -1.26 -0.13 -0.880
C -3.642932 -0.721664 1.497139 0.82 -0.35 0.44 -1.056
C -1.792416 -2.279630 0.359904 -1.21 0.35 0.75 -0.446
C -9.517489 8.923161 2.131320 -0.15 0.14 -0.03 -0.588
C 8.433918 0.634904 -3.732471 0.03 0.11 -0.10 -0.362
C 4.570306 -3.487157 -0.347901 -0.17 1.07 0.07 0.261
C 2.373528 -4.704436 -1.510938 -0.09 0.23 -1.17 -0.847
C -6.192220 6.078733 3.002587 -0.14 0.03 0.04 -0.247
C 0.402959 -0.570697 4.586059 -0.20 -0.10 -0.34 -0.181
C 4.969421 2.071562 -1.277120 -0.75 0.28 0.70 -0.672
C -2.180745 -1.433980 1.721835 -0.34 0.48 -1.39 1.335
C 1.777751 -1.003100 0.625548 -2.13 1.87 -1.74 -0.828
C -9.412386 5.156306 8.639073 0.10 -0.09 0.10 -0.551
C -9.648340 4.880956 5.104380 -0.18 -0.01 -0.18 -0.620
C 3.891282 -4.115245 -1.701153 0.54 -0.99 -0.69 0.622
C -3.780131 -5.458628 1.951198 0.08 0.21 0.16 -0.541
C -4.999049 -6.793594 -2.675640 0.07 0.16 0.27 -0.486
C 1.024225 -0.257505 -0.667870 -1.13 -0.27 1.68 0.850
C -2.443903 5.988009 3.337150 0.05 0.18 0.12 -0.710
B -0.189602 -2.223718 -0.019368 -0.14 -0.85 -0.88 1.892
B -0.121855 0.878178 -0.346749 -0.95 0.34 0.13 0.545
H 2.150135 -0.104153 1.280971 -0.82 -2.29 -0.17 0.159
H -9.007168 4.271233 5.745199 -0.13 0.17 -0.09 0.198
H 7.696194 -12.569966 -3.090097 0.18 -0.10 0.19 0.248
H -9.737886 6.722529 4.504513 0.60 -0.17 0.11 0.220
H 6.595436 -2.701475 -1.333380 -1.89 0.68 1.47 0.231
H 1.620516 -3.835740 -1.814663 1.44 -1.87 1.22 0.108
H 5.132472 -4.365850 0.223050 -1.29 1.87 -1.00 0.241
H 2.147561 -5.175519 -0.463809 0.42 1.15 -1.95 0.176
H -2.066310 -3.436336 0.467436 0.30 2.65 0.10 -0.097
H -4.068561 -6.221579 -2.708559 0.12 -0.19 -0.13 0.231
H -3.042522 6.783948 3.787025 0.02 -0.14 0.24 0.336
H -4.392306 -1.528502 1.099399 1.18 1.61 0.96 0.201
H 4.893112 3.178540 -5.509105 -0.15 0.11 0.57 0.256
H 6.088218 -1.887099 0.346275 -0.68 -0.85 -2.07 0.376
H -0.857653 8.385499 -1.665068 0.02 -0.13 0.14 0.249
H 6.603069 -12.517602 -1.672218 0.23 -0.09 0.12 0.262
H -5.598899 -5.983079 -1.019592 -0.03 0.12 -0.34 0.316
H 8.427029 -1.375277 -6.777115 0.00 -0.13 0.14 0.216
H -4.348384 -4.150734 0.637518 0.39 -0.40 -0.13 0.259
H -6.631096 6.473397 4.849443 0.29 0.04 -0.29 0.261
H 2.838261 1.752391 -3.863412 -1.63 -0.59 1.60 0.270
H -3.498622 0.083470 0.645965 -0.20 -1.63 1.75 0.179
H 7.831804 -11.246452 -1.903058 -0.17 -0.03 -0.13 0.213
H 5.668316 -7.468059 -1.246551 -0.19 0.03 -0.09 0.258
H 4.198288 5.353220 -5.707644 -0.20 0.20 -0.03 0.280
H -9.582938 6.134459 8.183397 -0.02 -0.22 -0.01 0.193
H -2.263477 6.898743 1.635016 -0.17 -0.38 0.01 0.324
H -4.821938 -7.772120 -2.222463 0.19 -0.11 -0.19 0.226
H 0.407675 -0.981200 3.573283 -0.10 -0.28 0.10 -0.047
H -0.764154 6.364497 0.332158 0.09 0.36 -0.05 0.324
H -10.040245 9.445618 2.936314 0.10 0.25 -0.08 0.274
H 3.867865 0.926519 0.381308 -0.82 1.36 -1.66 0.217
H -6.962312 6.739988 2.597675 -0.07 -0.16 -0.21 0.057
H 9.291996 1.176172 -3.326293 0.20 -0.17 0.01 0.304
H 3.172423 -2.198830 -2.721260 1.60 -1.67 -0.65 -0.047
H 1.105736 1.011161 -3.825841 1.49 0.96 1.58 0.277
H 4.664568 2.931878 -2.019687 1.00 -1.90 1.16 0.071
H -5.377425 -6.928230 -3.691622 -0.04 0.06 0.16 0.225
H 8.642579 0.315268 -4.756379 0.21 -0.22 0.11 0.097
H 3.446090 -7.991456 -2.940619 0.31 0.45 0.24 0.259
H 5.579165 1.199602 -1.764396 -1.41 1.78 0.70 0.110
H -9.643624 4.470452 4.091605 -0.03 -0.21 0.02 0.308
H -9.503675 5.241628 9.724651 0.19 0.18 0.03 0.304
H -2.796290 5.020107 3.701157 0.02 0.15 -0.13 0.250
H 9.050739 -3.033257 -6.979552 -0.07 0.07 -0.27 0.266
H -10.205280 3.388159 8.574074 -0.18 0.48 -0.30 0.292
H -0.233944 6.727518 -1.867506 -0.10 0.07 -0.22 0.223
H 1.582034 2.546688 -2.692730 0.27 -1.74 -1.31 0.134
H 3.335839 -3.693929 -3.881760 1.20 1.13 1.71 0.328
H -8.413245 4.802219 8.373383 0.13 0.24 0.09 0.264
H 1.044131 -1.180419 5.226878 -0.02 0.17 -0.05 0.303
H -1.968174 6.999033 -1.511461 0.01 0.03 -0.26 0.258
H 4.105621 -2.492271 1.649448 -1.41 -0.14 -1.84 0.308
H 4.439581 -8.739207 -1.015712 0.21 -0.10 0.15 0.252
H -0.962490 3.403819 -0.599936 -0.59 -1.37 2.27 0.101
H 0.019014 -3.322979 -0.420052 0.37 -1.01 -0.10 -0.627
H -3.976959 -0.197507 2.496406 0.32 -1.06 -2.02 0.323
H -5.310979 6.111761 2.357734 -0.04 -0.01 0.17 0.201
H -10.641049 7.346749 2.239886 0.55 0.02 -0.10 0.285
H -2.401543 -1.860398 -0.573323 1.03 -0.76 2.03 -0.017
H -0.613952 -0.570786 4.986040 -0.05 -0.28 0.00 0.236
H 2.665467 -3.549173 1.018383 1.18 1.78 -0.87 0.141
H 4.572956 -5.044586 -2.012395 -1.36 1.98 0.72 0.014
H 3.375775 5.153625 -4.138399 0.11 -0.16 -0.09 0.207
H 8.232993 -0.242358 -3.113155 -0.06 0.17 -0.16 0.114
H -4.709307 -5.401265 2.523556 0.07 -0.10 0.24 0.274
H 0.313414 1.270877 3.986192 0.44 -0.30 0.21 0.305
H 8.520530 -3.396278 -4.779889 0.01 0.59 -0.04 0.282
H -2.225858 2.491154 0.613676 2.17 0.62 -0.61 0.166
H -6.566544 5.053293 3.052066 -0.06 -0.02 -0.27 0.212
H -3.026585 -4.801809 2.392618 -0.02 -0.09 0.17 0.191
H 5.236494 -1.393408 -1.274116 0.53 -1.86 1.19 0.016
H -3.412957 -6.487527 1.959062 -0.07 0.13 -0.12 0.241
H -0.988134 3.749102 1.275465 -0.25 -1.83 -1.63 0.081
H 5.633242 2.534736 -0.425179 -1.21 -0.78 -1.67 0.365
H 7.503324 2.245546 -4.279353 -0.26 -0.38 0.43 0.238
H 2.199334 -5.561432 -2.310070 0.51 1.71 1.62 0.238
H -0.944543 0.797440 -2.200816 -0.89 -0.44 2.14 0.297
H 4.925378 -2.743656 -3.346223 -2.00 -0.72 0.73 0.145
H -10.665252 4.880866 5.504361 0.06 -0.30 0.05 0.307
H -8.451913 9.159483 2.178376 -0.17 -0.16 0.01 0.235
H 2.998068 2.561230 -0.237798 0.97 -1.86 -0.20 0.298
H 5.609578 -11.769849 -3.597126 0.31 0.46 0.22 0.278
H -9.914983 9.234267 1.162142 0.09 0.23 0.03 0.275
H -1.417777 -0.557338 1.964742 -1.38 -2.11 -0.44 -0.270
H -1.391643 6.113880 3.603600 -0.01 -0.05 0.24 0.311
H 2.840446 4.196651 -5.544374 -0.15 0.23 0.00 0.301
H 5.532705 -8.791572 -2.433589 0.14 -0.11 0.25 0.196
H 7.316509 -2.761743 -6.623506 0.01 0.08 -0.26 0.259
```
Forces are in eV/Å.